Entry from OMol25: C5H12N2O2 in the gas phase (ωB97M-V/def2-TZVPD).

Each line ends with the Löwdin charge.
Cartesian coordinates (Å):
C1 1.499 -0.989 -1.953  -0.160
N1 0.930 -1.304 -0.653  -0.066
C2 0.109 -0.084 0.265  -0.400
C3 -0.262 -0.783 1.554  -0.021
C4 1.122 1.042 0.370  -0.026
C5 -0.938 0.023 -0.709  -0.249
O1 -1.497 -0.370 -1.654  0.217
O2 -1.489 1.522 -0.053  -0.238
N2 -2.316 1.324 1.074  -0.035
H1 2.237 -0.191 -1.849  0.069
H2 0.773 -0.697 -2.725  0.071
H3 2.035 -1.866 -2.325  0.080
H4 0.307 -2.105 -0.741  0.086
H5 -0.079 -1.855 1.512  0.083
H6 -1.303 -0.698 1.850  0.070
H7 0.328 -0.403 2.384  0.091
H8 2.072 0.613 0.683  0.097
H9 1.274 1.547 -0.581  0.089
H10 0.746 1.761 1.094  0.089
H11 -2.262 2.138 1.687  0.080
H12 -3.289 1.376 0.771  0.075

**SMILES string**: CNC(C)(C)C(=O)ON
**Spin multiplicity**: 1
**Strongest force on any atom**: 0.1260 hartree/bohr
**Kohn-Sham gap**: 9.065 eV
**LUMO**: 0.898 eV
**Net charge**: 0
**Energy**: -12450.6108 eV
**Highest occupied orbital energy**: -8.17 eV